# 1
{
  "formula": "C15H31As2Cl2NRuSe2",
  "method": "ωB97M-V/def2-TZVPD",
  "elements": ["Ru", "C", "As", "C", "C", "C", "C", "C", "C", "C", "As", "C", "C", "H", "H", "H", "H", "H", "H", "H", "H", "H", "H", "H", "H", "H", "H", "H", "H", "C", "Se", "C", "C", "Se", "C", "H", "H", "H", "H", "H", "H", "H", "H", "H", "H", "Cl", "C", "Cl", "H", "H", "N", "H", "H", "H"],
  "positions_angstrom": [[-0.38, -0.58, -0.17], [-1.94, 2.28, -2.02], [-0.24, 1.48, -1.55], [0.76, 1.48, -3.19], [0.66, 2.81, -0.51], [0.60, 4.16, -0.86], [1.31, 5.09, -0.12], [2.08, 4.68, 0.97], [2.14, 3.34, 1.32], [1.43, 2.40, 0.57], [1.54, 0.52, 0.90], [1.77, 0.38, 2.81], [3.28, 0.06, 0.20], [-1.75, 2.91, -2.89], [-2.32, 2.89, -1.21], [-2.67, 1.52, -2.29], [0.86, 2.52, -3.48], [0.25, 0.94, -3.98], [1.75, 1.05, -3.04], [0.01, 4.49, -1.71], [1.25, 6.14, -0.37], [2.64, 5.41, 1.53], [2.75, 3.04, 2.16], [2.78, 0.71, 3.05], [1.65, -0.64, 3.15], [1.04, 1.02, 3.32], [3.97, 0.80, 0.61], [3.28, 0.12, -0.89], [3.59, -0.93, 0.51], [0.16, -3.28, 2.80], [-0.80, -1.66, 2.32], [-2.60, -2.39, 2.20], [-2.82, -3.23, 0.96], [-2.46, -2.16, -0.62], [-2.54, -3.56, -1.96], [-0.08, -3.49, 3.84], [1.22, -3.09, 2.70], [-0.14, -4.11, 2.16], [-3.29, -1.55, 2.27], [-2.73, -2.99, 3.10], [-3.84, -3.58, 0.89], [-2.15, -4.09, 0.94], [-3.58, -3.88, -2.00], [-1.88, -4.38, -1.69], [-2.26, -3.12, -2.92], [1.38, -2.53, -0.56], [1.30, -2.64, -2.35], [-0.01, -1.57, -2.87], [1.07, -3.66, -2.63], [2.24, -2.29, -2.76], [-1.86, 0.64, 0.71], [-1.88, 1.61, 0.40], [-1.75, 0.68, 1.72], [-2.79, 0.27, 0.51]],
  "lumo_ev": [-9.940, -11.077],
  "homo_lumo_gap_ev": [7.825, 6.918],
  "total_charge": 3,
  "multiplicity": 2,
  "energy_ev": -297518.4881
}

# 2
{
  "formula": "C15H31BrN3",
  "method": "ωB97M-V/def2-TZVPD",
  "elements": ["C", "C", "N", "C", "C", "N", "C", "C", "H", "H", "H", "H", "H", "H", "H", "H", "H", "H", "H", "C", "C", "C", "C", "N", "C", "C", "C", "C", "C", "H", "H", "H", "H", "H", "H", "H", "H", "H", "H", "H", "H", "H", "H", "H", "H", "H", "H", "H", "H", "Br"],
  "positions_angstrom": [[-2.74, 0.60, -0.28], [-3.59, 0.03, 0.90], [-4.48, 1.03, 1.43], [-5.56, 1.73, 0.92], [-6.09, 2.52, 1.94], [-5.29, 2.47, 3.07], [-4.39, 1.44, 2.79], [-5.65, 3.06, 4.31], [-2.23, -0.20, -0.81], [-1.97, 1.35, -0.10], [-3.50, 0.99, -0.96], [-2.91, -0.32, 1.68], [-4.22, -0.85, 0.80], [-5.90, 1.44, -0.06], [-7.04, 3.05, 1.91], [-3.62, 0.98, 3.40], [-5.25, 4.07, 4.41], [-5.43, 2.42, 5.17], [-6.74, 3.10, 4.39], [1.68, -0.75, 2.12], [1.01, -0.16, 0.91], [1.83, 0.06, -0.38], [2.90, -1.07, -0.65], [2.98, -1.41, -2.23], [4.10, -2.48, -2.41], [5.41, -1.72, -2.85], [5.09, -0.21, -2.79], [3.54, -0.19, -2.98], [1.65, -1.87, -2.80], [2.76, -0.61, 2.19], [1.40, -1.80, 2.16], [1.26, -0.26, 2.99], [0.82, 0.89, 1.08], [-0.01, -0.52, 0.77], [2.41, 0.98, -0.39], [1.11, 0.31, -1.16], [2.57, -2.05, -0.31], [3.92, -0.84, -0.35], [3.78, -3.24, -3.12], [4.23, -2.89, -1.41], [5.59, -2.02, -3.88], [6.39, -1.91, -2.40], [5.61, 0.13, -3.69], [5.51, 0.26, -1.90], [3.32, -0.37, -4.03], [3.08, 0.72, -2.58], [1.37, -2.81, -2.31], [1.75, -1.96, -3.88], [0.97, -1.03, -2.73], [-1.42, -0.10, 4.12]],
  "lumo_ev": -2.241,
  "homo_lumo_gap_ev": 6.857,
  "total_charge": 1,
  "energy_ev": -90562.5793
}

# 3
{
  "formula": "C15H31ClFN5O8",
  "method": "ωB97M-V/def2-TZVPD",
  "elements": ["O", "N", "O", "C", "C", "F", "O", "C", "O", "Cl", "H", "H", "H", "C", "N", "C", "C", "O", "H", "H", "H", "H", "H", "H", "H", "C", "N", "C", "C", "O", "H", "H", "H", "H", "H", "H", "H", "C", "N", "C", "C", "O", "H", "H", "H", "H", "H", "H", "H", "C", "N", "C", "C", "O", "H", "H", "H", "H", "H", "H", "H"],
  "positions_angstrom": [[0.26, -2.21, 4.97], [1.32, -1.84, 4.67], [1.24, -0.90, 3.60], [2.47, -0.88, 2.88], [2.26, -1.34, 1.43], [0.94, -1.52, 1.17], [2.83, -2.63, 1.20], [4.13, -2.62, 0.89], [4.82, -1.67, 0.80], [4.69, -4.25, 0.67], [3.17, -1.56, 3.38], [2.86, 0.13, 2.89], [2.63, -0.61, 0.72], [-0.69, 3.24, 2.93], [0.54, 2.89, 2.23], [0.52, 2.82, 0.77], [1.68, 2.62, 2.87], [2.73, 2.32, 2.32], [-1.46, 2.50, 2.71], [-1.02, 4.22, 2.61], [-0.50, 3.24, 4.00], [0.79, 1.82, 0.43], [1.24, 3.53, 0.35], [-0.48, 3.07, 0.42], [1.59, 2.69, 3.96], [-3.36, 8.66, 0.46], [-2.65, 7.64, 1.22], [-2.59, 7.74, 2.66], [-2.03, 6.61, 0.62], [-1.42, 5.74, 1.21], [-2.93, 9.64, 0.64], [-4.41, 8.68, 0.75], [-3.30, 8.43, -0.60], [-1.56, 7.81, 3.00], [-3.04, 6.85, 3.12], [-3.14, 8.62, 2.98], [-2.12, 6.62, -0.48], [-0.98, -2.09, -2.01], [0.29, -2.47, -2.60], [0.46, -2.38, -4.04], [1.31, -2.90, -1.84], [2.40, -3.24, -2.28], [-1.79, -2.72, -2.41], [-1.22, -1.05, -2.23], [-0.94, -2.22, -0.93], [0.71, -3.36, -4.45], [1.27, -1.69, -4.29], [-0.46, -2.03, -4.49], [1.08, -2.93, -0.77], [-1.22, -7.09, -2.10], [-0.79, -6.35, -3.26], [0.63, -6.28, -3.57], [-1.67, -5.72, -4.07], [-1.37, -5.07, -5.06], [-0.78, -6.68, -1.19], [-0.93, -8.14, -2.18], [-2.31, -7.04, -2.02], [0.99, -5.26, -3.56], [0.83, -6.70, -4.56], [1.18, -6.85, -2.82], [-2.71, -5.84, -3.74]],
  "lumo_ev": 0.215,
  "homo_lumo_gap_ev": 9.301,
  "smiles": "O=NOC[C@H](F)OC(=O)Cl.CN(C)C=O.CN(C)C=O.CN(C)C=O.CN(C)C=O",
  "total_charge": 0,
  "energy_ev": -55125.6129
}

# 4
{
  "formula": "C15H31ClP2Pt",
  "method": "ωB97M-V/def2-TZVPD",
  "elements": ["P", "P", "C", "C", "H", "H", "H", "H", "C", "H", "H", "H", "C", "H", "H", "H", "C", "H", "H", "H", "C", "H", "H", "H", "Pt", "C", "C", "C", "C", "C", "C", "C", "C", "C", "H", "H", "H", "H", "H", "H", "H", "H", "H", "H", "H", "H", "H", "H", "H", "Cl"],
  "positions_angstrom": [[-0.16, -1.82, -5.48], [0.10, 2.15, -5.29], [-0.45, -0.49, -6.60], [0.43, 0.89, -6.53], [-1.53, -0.23, -6.67], [-0.18, -0.95, -7.57], [1.49, 0.63, -6.57], [0.20, 1.42, -7.47], [-1.46, 2.98, -5.68], [-1.73, 3.65, -4.85], [-2.26, 2.25, -5.85], [-1.20, 3.54, -6.58], [1.38, 3.38, -5.81], [0.92, 3.76, -6.77], [2.33, 2.80, -5.93], [1.40, 4.14, -4.99], [-1.38, -3.10, -6.02], [-1.32, -3.92, -5.26], [-0.91, -3.37, -7.03], [-2.37, -2.58, -6.06], [1.43, -2.61, -5.83], [2.23, -1.84, -5.94], [1.20, -3.14, -6.76], [1.70, -3.30, -5.00], [-0.18, 0.51, 0.50], [0.50, 2.10, -3.56], [-0.95, 1.71, -3.28], [-1.52, 0.43, -3.76], [-1.44, -1.04, -3.21], [-0.48, -2.06, -3.78], [1.13, -1.88, -3.67], [1.56, -0.32, -3.87], [1.43, 1.07, -3.01], [0.23, -1.44, 0.76], [0.81, 3.14, -3.34], [-1.40, 2.23, -2.35], [-1.26, 0.31, -4.85], [-2.60, 0.63, -3.96], [-1.55, -1.02, -2.09], [-2.41, -1.33, -3.53], [-0.88, -3.08, -3.61], [1.37, -2.14, -2.60], [1.24, 0.01, -4.86], [2.65, -0.36, -4.06], [1.38, 0.95, -1.91], [2.41, 1.46, -3.19], [1.12, -1.33, 1.37], [0.31, -2.27, 0.10], [-0.61, -1.57, 1.44], [-0.71, 2.64, 0.70]],
  "lumo_ev": [-5.438, -7.727],
  "homo_lumo_gap_ev": [9.251, 6.798],
  "total_charge": 2,
  "multiplicity": 5,
  "energy_ev": -50378.3889
}

# 5
{
  "formula": "C15H31F3NO5",
  "method": "ωB97M-V/def2-TZVPD",
  "elements": ["C", "C", "O", "C", "N", "C", "C", "C", "F", "C", "F", "F", "H", "H", "H", "H", "H", "H", "H", "H", "H", "H", "H", "C", "O", "C", "C", "O", "C", "H", "H", "H", "H", "H", "H", "H", "H", "H", "H", "C", "O", "C", "C", "O", "C", "H", "H", "H", "H", "H", "H", "H", "H", "H", "H"],
  "positions_angstrom": [[3.83, 1.63, 3.65], [3.81, 3.16, 4.05], [2.85, 3.97, 3.36], [1.64, 3.26, 3.07], [0.52, 4.17, 2.78], [-0.69, 3.34, 2.57], [-1.39, 3.25, 3.99], [-2.95, 3.07, 3.95], [-3.76, 4.23, 4.24], [-3.65, 1.89, 3.70], [-4.11, 1.10, 4.79], [-3.98, 1.40, 2.43], [3.87, 1.58, 2.53], [4.74, 1.17, 4.11], [2.93, 1.06, 4.03], [3.62, 3.26, 5.16], [4.84, 3.56, 3.77], [1.30, 2.63, 3.96], [1.79, 2.63, 2.13], [-0.36, 2.29, 2.28], [-1.32, 3.83, 1.78], [-1.21, 4.25, 4.49], [-0.84, 2.49, 4.61], [-2.95, -3.88, 0.76], [-3.62, -2.69, 0.38], [-3.16, -1.55, 1.11], [-2.22, -0.70, 0.26], [-1.00, -1.38, 0.01], [-0.94, -1.91, -1.31], [-3.22, -4.66, 0.05], [-1.86, -3.76, 0.75], [-3.27, -4.19, 1.76], [-2.67, -1.85, 2.04], [-4.04, -0.96, 1.37], [-1.97, 0.21, 0.82], [-2.71, -0.40, -0.67], [-0.82, -1.10, -2.03], [-1.83, -2.49, -1.55], [-0.07, -2.57, -1.37], [1.07, -3.36, -4.07], [0.87, -1.96, -3.93], [2.08, -1.23, -4.06], [2.19, -0.57, -5.43], [2.34, -1.55, -6.46], [1.13, -1.77, -7.18], [0.09, -3.83, -4.14], [1.64, -3.60, -4.97], [1.58, -3.75, -3.18], [2.95, -1.87, -3.87], [2.07, -0.44, -3.30], [3.08, 0.05, -5.46], [1.32, 0.07, -5.63], [0.91, -0.91, -7.82], [0.29, -1.95, -6.50], [1.27, -2.65, -7.81]],
  "lumo_ev": 1.634,
  "homo_lumo_gap_ev": 3.656,
  "total_charge": -1,
  "energy_ev": -35927.5167
}